[1]
The following is a DFT calculation (ωB97M-V with the def2-TZVPD basis set) of 3 unconnected molecules or ions with the total composition C15H13BrFN3O7 in a non-equilibrium geometry.

Cartesian coordinates (Å):
O1 -2.085602 -0.707971 -0.092194
C1 -1.116848 -0.618801 -0.700662
F1 -1.168330 -0.778056 -2.023006
C2 0.243556 -0.360813 -0.035015
O2 1.328982 -0.861428 -0.795170
C3 2.090181 0.129123 -1.384197
O3 2.254247 0.078124 -2.534023
N1 2.722224 1.171950 -0.653942
Br1 1.842634 2.809556 -0.849399
H1 0.193331 -0.882381 0.933563
H2 0.347558 0.708466 0.202376
H3 2.859172 0.940766 0.324178
C4 5.125708 -2.564118 5.139183
C5 5.168911 -3.153147 3.881703
C6 4.470221 -2.588804 2.826938
C7 3.736607 -1.433169 3.045225
C8 3.679488 -0.839632 4.296712
C9 4.378785 -1.411486 5.347209
N2 3.016458 -0.820480 1.925813
O4 3.069589 -1.374576 0.843832
O5 2.404090 0.218354 2.145192
H4 5.677410 -3.004766 5.960372
H5 5.750620 -4.051676 3.723681
H6 4.507439 -3.051393 1.850352
H7 3.102222 0.059193 4.463526
H8 4.345176 -0.957078 6.328597
C10 -3.886093 0.962936 -1.676993
C11 -3.804375 0.344133 -2.919948
C12 -4.512524 0.853598 -3.998650
C13 -5.295015 1.983071 -3.823559
C14 -5.392925 2.605166 -2.590776
C15 -4.685439 2.089956 -1.515581
N3 -6.026389 2.538369 -4.970519
O6 -5.934620 1.956626 -6.036124
O7 -6.679632 3.550417 -4.789748
H9 -3.331656 0.570767 -0.833824
H10 -3.189133 -0.531609 -3.049158
H11 -4.444009 0.367289 -4.961751
H12 -6.008860 3.483561 -2.456615
H13 -4.753156 2.569963 -0.547598

Atomic forces in eV per Å
O -3.0 -0.5 2.5
C 3.1 0.1 -1.0
F 0.9 0.1 -0.3
C 0.0 -0.4 0.1
O -0.5 1.3 0.2
C -0.2 0.0 0.9
O 0.4 -0.3 -3.0
N -0.2 -0.6 0.7
Br 0.2 -0.1 0.1
H 0.0 0.1 -0.4
H -0.2 -0.3 -0.2
H -0.5 0.4 0.1
C 0.0 0.0 0.0
C 0.0 0.1 0.1
C 0.1 -0.2 -0.2
C 0.2 -0.2 0.4
C -0.1 0.2 0.1
C 0.1 -0.1 -0.1
N 0.2 -0.5 0.1
O 0.5 0.3 0.9
O 0.1 -0.1 -0.1
H 0.0 0.0 0.0
H 0.0 0.0 0.0
H -0.1 0.1 0.0
H 0.0 0.0 -0.2
H 0.0 0.0 0.0
C -0.1 0.2 0.0
C -0.2 0.2 0.1
C 0.1 -0.2 -0.1
C 0.2 -0.1 0.3
C -0.1 0.2 0.2
C 0.1 -0.1 -0.2
N -0.1 0.1 -0.2
O 0.0 0.1 0.2
O 0.1 -0.2 0.0
H -0.4 0.2 -0.3
H 0.0 0.0 0.0
H -0.1 0.1 0.0
H 0.0 0.0 -0.2
H 0.0 0.0 0.0

Results
DFT total energy   -3943.991203 a.u.
Structure (SMILES)   O=[N+]([O-])c1ccccc1.O=[N+]([O-])c1ccccc1.O=C(F)COC(=O)NBr
HOMO level   -9.80 eV
HOMO-LUMO gap   0.3072 hartree
Total charge   0

=====

[2]
The following is a DFT calculation (ωB97M-V with the def2-TZVPD basis set) of a molecular structure, C15H13CeCoI2NO7S2 in a non-equilibrium geometry.

Cartesian coordinates (Å):
I1 -2.137823 3.113462 0.762002
I2 0.300685 -3.773121 1.668663
Ce1 0.495753 -1.063689 0.319374
Co1 -0.612283 1.412483 -0.319659
S1 -2.033462 -0.574578 0.488692
C1 -1.129347 1.392080 -1.908891
C2 0.867858 2.362817 -0.587217
C3 -3.189871 -1.272499 -0.737127
C4 -3.652255 -2.589696 -0.094522
C5 -2.652280 -1.513650 -2.144502
C6 -4.285674 -0.199452 -0.702224
C7 2.526026 -1.213387 0.149670
C8 0.467670 -2.237649 -1.652197
O1 1.661695 3.155023 -0.812002
O2 -1.529415 1.599067 -2.961003
O3 3.663980 -1.276707 -0.089997
O4 0.443692 -2.907875 -2.585496
H1 -4.417508 -3.033312 -0.737317
H2 -4.070791 -2.399834 0.898961
H3 -2.811937 -3.285356 0.006567
H4 -3.435559 -1.212887 -2.851892
H5 -2.438700 -2.574113 -2.302036
H6 -1.762907 -0.932345 -2.392758
H7 -5.105132 -0.533674 -1.337174
H8 -3.904930 0.759940 -1.067122
H9 -4.640600 -0.060506 0.323884
O5 0.384023 2.931753 1.822382
C9 1.242781 2.025615 1.912708
N1 0.909154 0.612312 1.824042
S2 1.676617 -0.258775 3.010790
O6 1.599428 -1.758283 3.094690
O7 3.115809 -0.068799 2.189293
C10 3.297206 1.181903 2.836453
C11 4.539526 1.251507 3.488825
C12 5.253248 2.394553 3.171393
C13 4.606195 3.477834 2.548323
C14 3.287333 3.425294 2.133732
C15 2.582723 2.249675 2.335179
H10 4.960245 0.308534 3.886292
H11 6.299450 2.411049 3.441027
H12 5.187570 4.375527 2.384234
H13 2.792678 4.272810 1.662763

Atomic forces in eV per Å
I -0.6 0.8 0.0
I -0.1 -0.5 -0.1
Ce -11.3 1.5 4.6
Co -1.0 -1.4 4.4
S 2.1 0.5 0.3
C -2.7 0.9 -7.4
C 2.9 2.9 -1.3
C -0.7 -0.5 -0.2
C 0.0 0.4 0.2
C 0.0 0.0 -0.1
C 0.1 0.0 0.2
C 16.1 -1.1 -2.2
C 0.1 -5.1 -7.9
O -1.4 -1.7 0.3
O 0.9 -0.6 2.1
O -5.7 0.0 0.8
O 0.1 2.7 3.8
H 0.0 0.0 0.1
H -0.1 -0.2 -0.2
H -0.2 0.0 -0.1
H 0.3 -0.2 0.0
H 0.0 0.1 0.0
H -0.1 0.0 -0.1
H -0.1 0.1 0.0
H -0.2 -0.1 -0.2
H -0.2 0.0 -0.2
O 2.7 -2.6 0.1
C -3.8 1.2 1.3
N -1.0 0.1 -0.5
S 0.5 -1.6 2.5
O -1.1 2.2 -2.0
O 0.2 0.7 2.4
C 2.7 -1.3 -1.4
C 1.0 0.2 -0.4
C -0.1 -1.1 1.2
C 2.0 0.5 0.3
C -2.3 -0.2 0.1
C 0.8 2.1 -0.5
H 0.0 0.8 0.0
H 0.2 0.4 0.0
H 0.0 0.2 0.0
H 0.2 -0.1 0.0

Results
DFT total energy   -4408.433091 a.u.
HOMO level (spin up / spin down)   -21.18 / -21.08 eV
HOMO-LUMO gap (spin up / spin down)   0.1812 / 0.1628 hartree
Total charge   +4
Multiplicity   6

=====

[3]
The following is a DFT calculation (ωB97M-V with the def2-TZVPD basis set) of a single C15H13Cl2N3O2 molecule in a non-equilibrium geometry.

Cartesian coordinates (Å):
O1 0.379342 -0.802601 3.093731
Cl1 -4.612383 2.053666 -2.459566
Cl2 -3.130311 0.978554 2.770755
N1 3.858139 0.102448 -2.580341
N2 3.524273 1.288484 -1.969674
O2 2.683659 2.401200 0.098209
C1 -0.104561 -0.556642 2.050341
C2 3.573409 -1.070229 -1.973372
C3 2.965290 1.310225 -0.786627
C4 -3.614149 1.424895 0.007495
C5 -2.809125 0.105261 -1.719501
C6 2.822583 -1.109340 -0.795785
C7 -3.600558 1.143530 -1.349106
C8 -2.922730 0.665184 1.056997
C9 -2.072767 -0.688843 -0.775460
C10 -2.174683 -0.460959 0.605929
C11 2.538915 0.185401 -0.183291
N3 0.553788 0.236882 1.139228
C12 -1.133614 -1.696521 -1.307348
C13 -1.434581 -1.194492 1.746759
C14 2.420114 1.868406 1.397851
C15 1.999984 0.468030 1.152827
H1 3.657419 -1.915131 -2.559436
H2 -4.313415 2.131774 0.381669
H3 -2.828048 -0.235525 -2.768222
H4 2.491086 -2.013387 -0.280527
H5 0.057938 0.475714 0.307514
H6 -1.605865 -2.743871 -1.223275
H7 -0.908916 -1.499109 -2.342740
H8 -0.265926 -1.688388 -0.669047
H9 -2.014638 -1.167764 2.699886
H10 -1.340616 -2.204151 1.339125
H11 1.625934 2.352295 1.931561
H12 3.318392 2.047847 2.060298
H13 2.416624 -0.192844 1.903146

Atomic forces in eV per Å
O 1.8 -0.8 3.3
Cl 0.6 -0.5 0.5
Cl -0.1 0.4 -1.1
N -0.8 0.9 1.5
N 1.2 0.1 -1.1
O 0.7 0.3 -2.3
C -0.1 0.3 -1.8
C -1.9 2.9 0.9
C -0.3 0.4 1.1
C 0.1 -0.6 3.1
C 0.9 -2.1 -0.6
C -0.3 2.9 1.6
C -0.1 0.3 1.3
C -1.0 -0.1 -3.8
C -1.1 1.6 -0.3
C -0.4 1.7 1.8
C 1.1 -5.1 -0.7
N -0.5 -0.2 0.0
C -1.1 -2.1 0.5
C -1.3 0.4 -2.1
C 1.2 0.9 0.6
C -1.0 -1.8 1.0
H 0.9 -1.7 -1.1
H -0.3 0.9 0.1
H 0.3 0.3 0.5
H 0.2 0.1 -0.4
H -0.2 0.1 -0.5
H 0.8 1.3 -0.2
H 0.3 -0.1 -0.2
H 0.7 -0.2 -0.2
H 0.5 -0.3 -1.0
H 0.6 -0.2 0.7
H -0.6 0.8 -0.3
H -0.6 -0.7 -0.9
H -0.1 -0.2 0.2

Results
DFT total energy   -1814.453706 a.u.
Structure (SMILES)   Cc1cc(Cl)cc(Cl)c1CC(=O)N[C@@H]1COc2nnccc21
HOMO level   -9.45 eV
Energy relative to the best compared isomer or geometry (same formula, charge and spin)   147.5 kJ/mol
HOMO-LUMO gap   0.3365 hartree
Total charge   0

=====

[4]
The following is a DFT calculation (ωB97M-V with the def2-TZVPD basis set) of a molecular structure, C15H13Cl3GeN3O9W in a non-equilibrium geometry.

Cartesian coordinates (Å):
W1 0.233567 -0.435219 0.176752
O1 3.469127 -0.061273 2.586601
C1 2.434152 0.232151 2.100595
O2 1.480710 -0.684792 1.728708
C2 1.900640 1.593646 1.825331
C3 2.386468 2.805774 2.251270
C4 1.653551 3.947234 1.928306
C5 0.450969 3.835666 1.236478
C6 0.039072 2.576578 0.864510
N1 0.773730 1.506175 1.129655
C7 -1.255480 2.171561 0.247880
O3 -2.084447 2.891122 -0.196082
O4 -1.387830 0.823634 0.353610
H1 3.303309 2.851370 2.823477
H2 2.007321 4.919456 2.245834
H3 -0.168110 4.692611 1.006963
N2 -0.963160 -0.881226 2.132168
C8 -2.003220 -1.940264 2.309151
C9 -3.086132 -1.820322 1.262319
C10 -2.614046 -2.312333 -0.086030
N3 -1.723441 -1.312656 -0.748625
H4 -0.254621 -1.034553 2.846861
H5 -1.422455 0.001877 2.347354
H6 -2.426870 -1.832022 3.307984
H7 -1.515861 -2.910282 2.261686
H8 -3.424428 -0.781915 1.191065
H9 -3.947788 -2.411024 1.571549
H10 -3.464398 -2.498714 -0.742616
H11 -2.062344 -3.244175 0.010904
H12 -2.287305 -0.478094 -0.908975
H13 -1.491135 -1.701921 -1.658266
O5 1.093174 0.315660 -6.067113
C11 0.990795 0.190402 -4.926144
C12 1.087150 -1.208968 -4.046098
O6 1.406267 -2.226082 -4.528971
C13 0.713517 -0.765702 -2.714886
C14 0.500612 0.564899 -2.581740
O7 0.199636 0.986517 -1.397906
C15 0.694140 1.346078 -3.794121
O8 0.702399 2.488741 -4.051615
O9 0.606182 -1.479357 -1.637569
Cl1 0.486249 -2.901145 0.555292
Ge1 3.010682 -2.432065 0.186768
Cl2 2.707157 -0.039401 -0.652034
Cl3 3.252481 -3.347661 -1.750265

Atomic forces in eV per Å
W -1.2 0.9 -0.2
O 0.0 -0.1 0.2
C -0.2 0.1 0.0
O 0.4 -0.3 -0.1
C -0.1 -0.1 0.0
C 0.1 0.2 0.0
C 0.0 0.0 0.0
C 0.0 0.1 0.0
C 0.0 -0.1 -0.1
N 0.1 -0.2 -0.3
C 0.0 0.1 0.0
O -0.1 -0.1 0.0
O 0.1 -0.2 -0.1
H 0.0 0.0 0.0
H 0.0 0.0 0.0
H 0.0 0.0 0.0
N -0.1 -0.2 -0.1
C -0.1 0.0 0.0
C 0.0 0.0 0.0
C -0.1 0.0 0.1
N -0.1 -0.2 0.3
H 0.2 0.0 -0.1
H 0.1 0.1 -0.1
H 0.1 0.1 0.0
H 0.0 0.0 0.0
H -0.1 -0.1 0.0
H 0.0 0.0 0.0
H 0.0 0.1 -0.1
H 0.0 0.0 -0.1
H 0.1 0.1 0.0
H 0.2 0.0 0.1
O 0.0 0.0 0.0
C 0.0 0.1 -0.3
C 0.0 -0.4 0.3
O 0.0 0.0 -0.1
C 0.1 0.2 -0.2
C 0.1 0.0 -0.3
O -0.1 -0.1 0.4
C -0.1 0.3 0.4
O 0.0 0.0 -0.1
O 0.0 -0.2 0.2
Cl -0.2 0.5 -0.1
Ge 1.1 -0.6 0.2
Cl -0.2 -0.1 0.1
Cl -0.1 0.1 0.0

Results
DFT total energy   -4944.941421 a.u.
HOMO level (spin up / spin down)   -15.71 / -15.71 eV
Energy relative to the best compared isomer or geometry (same formula, charge and spin)   219.7 kJ/mol
HOMO-LUMO gap (spin up / spin down)   0.2664 / 0.2081 hartree
Total charge   +2
Multiplicity   2